A single C23H29N3O5S molecule at a distorted geometry. Source: the Open Molecules 2025 dataset; level of theory: ωB97M-V with the def2-TZVPD basis set.

The geometry in ORCA input format:
```
! wB97M-V def2-TZVPD RIJCOSX def2/J DEFGRID3
* xyz 0 1
C 3.638 -1.917 3.274
C 2.972 -0.779 2.524
H 1.938 -1.026 2.261
H 2.977 0.147 3.109
O 3.688 -0.558 1.303
C 3.541 0.619 0.716
O 2.919 1.541 1.184
C 4.300 0.695 -0.609
C 4.332 -0.663 -1.315
H 4.888 -1.387 -0.722
C 2.893 -1.162 -1.531
N 1.967 -0.044 -1.505
C 0.992 -0.023 -0.562
O 0.752 -1.010 0.113
C 0.150 1.238 -0.436
H 0.742 2.130 -0.649
C -1.027 1.125 -1.412
C -2.014 2.281 -1.228
N -2.408 2.470 0.144
S -3.847 1.840 0.663
O -4.828 2.099 -0.344
O -4.069 2.376 1.978
C -3.646 0.058 0.887
C -3.465 -0.398 2.162
C -3.334 -1.771 2.421
C -3.415 -2.673 1.396
C -3.613 -2.233 0.072
C -3.716 -3.115 -1.025
C -3.901 -2.606 -2.281
C -3.950 -1.209 -2.436
N -3.852 -0.364 -1.450
C -3.713 -0.837 -0.199
H -4.063 -0.770 -3.419
H -3.993 -3.250 -3.142
H -3.646 -4.181 -0.853
H -3.332 -3.734 1.582
H -3.181 -2.107 3.435
H -3.440 0.322 2.964
C -1.328 2.545 1.097
C -0.381 1.354 0.995
H -0.897 0.430 1.262
H 0.460 1.492 1.677
H -0.774 3.473 0.911
H -1.787 2.608 2.083
H -1.559 3.215 -1.581
H -2.931 2.092 -1.788
H -1.535 0.179 -1.227
H -0.673 1.118 -2.445
C 2.462 1.084 -2.260
H 2.805 0.690 -3.223
C 3.638 1.742 -1.513
H 3.283 2.560 -0.885
H 4.357 2.141 -2.228
H 1.670 1.801 -2.463
H 2.804 -1.683 -2.491
H 2.590 -1.844 -0.735
H 4.845 -0.540 -2.271
H 5.318 1.011 -0.360
H 3.097 -2.107 4.197
H 3.631 -2.818 2.667
H 4.668 -1.664 3.512
*
```

Properties
- ΔE to the lowest compared entry with this formula, charge and spin: 11.9 kcal/mol
- E: -49865.8148 eV
- Orbital gap: 8.7033 eV
- SMILES string: CCOC(=O)C1CCN(C(=O)C2CCN(S(=O)(=O)c3cccc4cccnc34)CC2)CC1
- Lowest unoccupied orbital energy: -0.14 eV

A 2-piece molecular cluster, C23H29NO4S overall. Source: the Open Molecules 2025 dataset; level of theory: ωB97M-V with the def2-TZVPD basis set.

The geometry in ORCA input format:
```
! wB97M-V def2-TZVPD RIJCOSX def2/J DEFGRID3
* xyz 0 1
O -3.332 -1.480 -4.214
C -2.184 -1.610 -3.886
C -1.080 -1.773 -4.868
C -1.127 -1.158 -6.114
C -0.041 -1.311 -6.971
C 1.055 -2.084 -6.592
C 1.089 -2.723 -5.360
C 0.016 -2.552 -4.490
C -0.016 -3.197 -3.151
O 0.402 -4.311 -2.980
C -0.637 -2.359 -2.079
C -0.152 -2.321 -0.760
C 1.075 -3.114 -0.369
C 1.276 -3.371 1.134
C 2.722 -3.211 1.589
S 3.214 -1.505 1.203
C -0.806 -1.467 0.124
C -1.909 -0.706 -0.256
C -2.396 -0.771 -1.553
C -1.742 -1.585 -2.467
H -1.994 -0.577 -6.386
H -0.080 -0.822 -7.932
H 1.877 -2.177 -7.284
H 1.924 -3.337 -5.065
H 1.032 -4.076 -0.861
H 1.948 -2.619 -0.792
H 0.677 -2.723 1.764
H 0.973 -4.394 1.343
H 3.371 -3.946 1.124
H 2.753 -3.334 2.667
H 4.380 -1.418 1.855
H -0.469 -1.347 1.140
H -2.388 -0.051 0.455
H -3.250 -0.193 -1.867
C 0.362 0.935 4.869
O 1.140 1.606 3.898
C 0.862 1.219 2.556
C 0.227 2.354 1.782
N -1.125 2.629 2.258
C -1.733 3.833 1.699
C -1.093 5.178 2.029
O -1.201 5.553 3.389
C -0.176 5.074 4.240
H 0.744 1.221 5.848
H -0.695 1.215 4.812
H 0.450 -0.151 4.764
H 0.227 0.328 2.529
H 1.813 0.962 2.088
H 0.177 2.076 0.725
H 0.888 3.226 1.872
H -1.106 2.713 3.266
H -2.767 3.866 2.049
H -1.771 3.725 0.610
H -1.636 5.942 1.466
H -0.049 5.234 1.700
H 0.777 4.975 3.713
H -0.441 4.113 4.691
H -0.054 5.796 5.048
*
```

Properties
- ΔE to the lowest compared entry with this formula, charge and spin: 55.7 kcal/mol
- E: -44835.5851 eV
- Orbital gap: 8.1595 eV
- SMILES string: O=C1c2ccccc2C(=O)c2c(CCCS)cccc21.COCCNCCOC
- Lowest unoccupied orbital energy: -0.58 eV

A single C23H29NO5 molecule. Source: the Open Molecules 2025 dataset; level of theory: ωB97M-V with the def2-TZVPD basis set.

The geometry in ORCA input format:
```
! wB97M-V def2-TZVPD RIJCOSX def2/J DEFGRID3
* xyz 0 1
C 1.923 1.792 -4.697
H 2.464 1.349 -5.531
O 2.032 0.871 -3.639
C 1.464 1.189 -2.441
C 0.734 2.341 -2.178
C 0.198 2.548 -0.919
C 0.361 1.631 0.114
C 1.087 0.476 -0.167
C 1.635 0.262 -1.414
H 2.204 -0.631 -1.618
H 1.235 -0.281 0.586
C -0.286 1.897 1.468
C 0.116 3.298 1.973
H -0.314 4.079 1.345
C -0.327 3.541 3.419
H 0.080 4.489 3.778
O 0.156 2.559 4.300
C -0.298 1.275 3.935
C 0.169 0.884 2.531
H -0.211 -0.114 2.305
H 1.260 0.853 2.538
H 0.128 0.591 4.672
H -1.393 1.221 4.005
H -1.425 3.589 3.475
H 1.204 3.377 1.923
C -1.817 1.820 1.257
N -2.223 0.521 0.782
C -2.885 -0.360 1.565
O -3.348 -0.075 2.648
C -3.012 -1.745 0.931
C -1.648 -2.277 0.599
C -0.805 -2.717 1.608
C 0.463 -3.165 1.299
C 0.939 -3.183 -0.009
C 0.097 -2.718 -1.037
C -1.178 -2.276 -0.708
H -1.836 -1.933 -1.492
O 0.581 -2.712 -2.322
C -0.199 -2.140 -3.339
H 0.419 -2.184 -4.235
H -1.122 -2.703 -3.510
H -0.438 -1.094 -3.121
O 2.217 -3.641 -0.131
C 2.760 -3.980 -1.387
H 2.937 -3.099 -2.008
H 2.119 -4.678 -1.928
H 3.713 -4.460 -1.162
H 1.129 -3.516 2.071
H -1.145 -2.715 2.633
H -3.629 -1.664 0.034
H -3.518 -2.391 1.649
H -1.760 0.179 -0.047
H -2.123 2.580 0.531
H -2.357 1.987 2.189
H -0.361 3.456 -0.755
H 0.576 3.088 -2.941
H 2.380 2.754 -4.441
H 0.880 1.952 -4.988
*
```

Properties
- ΔE to the lowest compared entry with this formula, charge and spin: 29.1 kcal/mol
- E: -36048.8680 eV
- Orbital gap: 8.6614 eV
- SMILES string: COc1ccc(C2(CNC(=O)Cc3ccc(OC)c(OC)c3)CCOCC2)cc1
- Lowest unoccupied orbital energy: 0.53 eV

C23H30AlCl3FNO6S as an isolated structure at a distorted geometry. Source: the Open Molecules 2025 dataset; level of theory: ωB97M-V with the def2-TZVPD basis set.

The geometry in ORCA input format:
```
! wB97M-V def2-TZVPD RIJCOSX def2/J DEFGRID3
* xyz 2 1
C -1.588 3.126 -0.653
C -0.988 1.649 -0.952
O 0.219 1.485 -0.622
O -1.741 0.600 -1.584
C -2.465 -0.194 -0.633
C -1.619 -1.498 -0.087
C -0.296 -1.780 -0.948
C 0.294 -3.272 -0.785
C 1.836 -3.312 -1.350
C 1.871 -2.608 -2.818
C 2.259 -1.240 -3.003
C 2.207 -0.640 -4.505
O 3.108 0.079 -4.975
C 0.908 -1.101 -5.353
C 0.548 -2.478 -5.194
C 1.431 -3.383 -4.180
O 1.776 -4.562 -4.447
H -1.141 3.410 0.373
H -1.108 3.846 -1.411
H -2.725 3.155 -0.673
H -2.882 0.446 0.224
H -3.362 -0.651 -1.215
H -2.281 -2.441 -0.183
H -1.438 -1.330 1.028
H -0.598 -1.648 -2.058
H 0.543 -1.066 -0.635
H -0.322 -3.969 -1.478
H 0.210 -3.687 0.281
H 2.202 -4.397 -1.493
H 2.569 -2.824 -0.628
H 2.590 -0.569 -2.127
H 0.324 -0.383 -6.024
H -0.349 -2.948 -5.712
F -3.920 1.131 -2.066
Al -0.742 -4.172 -3.335
C 4.823 3.537 1.402
C 3.818 2.488 0.920
C 2.540 2.664 1.742
S 2.488 4.387 2.222
O 2.619 4.468 3.657
O 1.418 5.048 1.506
C 4.047 4.845 1.484
H 5.678 3.619 0.728
H 5.198 3.260 2.393
H 3.600 2.653 -0.141
H 4.213 1.474 1.018
H 1.650 2.425 1.159
H 2.563 2.060 2.651
H 4.540 5.601 2.095
H 3.840 5.244 0.488
C 1.267 -6.617 1.137
Cl 0.355 -5.612 2.273
Cl 0.323 -6.910 -0.330
Cl 2.811 -5.856 0.735
H 1.470 -7.575 1.613
N -4.560 0.982 2.197
C -5.817 1.335 2.502
C -6.215 1.755 3.766
C -5.261 1.807 4.771
C -3.954 1.444 4.482
C -3.655 1.042 3.186
H -6.527 1.273 1.684
H -7.244 2.031 3.956
H -5.533 2.128 5.771
H -3.183 1.473 5.242
H -2.646 0.753 2.909
*
```

Properties
- ΔE to the lowest compared entry with this formula, charge and spin: 0.0 kcal/mol
- E: -95799.1033 eV
- Orbital gap: 1.9467 eV
- Lowest unoccupied orbital energy: -12.20 eV